[1]
ORCA calculation (ωB97M-V with the def2-TZVPD basis set) on C25H30AlN8O2S2 as an isolated structure.

Calculated values
**Net charge**: +1
**LUMO energy**: -2.71 eV
**Energy relative to the best compared isomer or geometry (same formula, charge and spin)**: 33.29 kcal/mol
**HOMO level**: -10.274 eV

CARTESIAN COORDINATES (ANGSTROEM)
Al: 0.296 0.888 0.891
C: -0.073 4.646 2.570
C: 0.597 3.307 2.455
O: 0.098 2.522 1.531
C: 1.599 2.912 3.291
C: 1.970 1.545 3.372
C: 2.650 1.007 4.588
N: 1.578 0.711 2.448
N: 1.678 -0.628 2.722
C: 0.664 -1.257 2.227
O: -0.321 -0.615 1.630
C: 0.653 -2.716 2.300
C: -0.477 -3.426 1.902
C: -0.476 -4.807 1.932
C: 0.653 -5.492 2.351
C: 1.788 -4.792 2.735
C: 1.790 -3.412 2.712
H: -1.018 4.512 3.097
H: 0.545 5.344 3.122
H: -0.294 5.040 1.578
H: 1.959 3.591 4.047
H: 3.055 1.796 5.210
H: 1.935 0.422 5.165
H: 3.437 0.320 4.289
H: -1.350 -2.871 1.591
H: -1.359 -5.351 1.627
H: 0.646 -6.569 2.382
H: 2.670 -5.329 3.046
H: 2.659 -2.853 3.019
C: 3.541 -0.737 0.304
C: 2.949 0.244 -0.618
N: 1.807 0.864 -0.482
C: 1.516 1.651 -1.566
C: 2.479 1.661 -2.531
S: 3.774 0.637 -2.084
C: 0.250 2.337 -1.606
C: -0.153 3.310 -2.476
S: -1.744 3.821 -2.098
C: -1.772 2.696 -0.781
N: -0.684 1.999 -0.675
C: -2.909 2.626 0.156
H: 2.917 -0.881 1.182
H: 4.531 -0.414 0.622
H: 3.649 -1.695 -0.202
H: 2.490 2.190 -3.462
H: 0.396 3.745 -3.284
H: -3.820 3.018 -0.291
H: -2.665 3.226 1.034
H: -3.051 1.601 0.490
C: -3.309 0.189 -3.750
C: -2.932 -1.236 -4.153
C: -1.639 -1.241 -4.963
C: -2.786 -2.152 -2.920
N: -1.669 -1.734 -2.123
C: -1.627 -0.768 -1.195
N: -0.368 -0.571 -0.874
N: 0.342 -1.430 -1.598
N: -0.414 -2.120 -2.340
H: -3.498 0.785 -4.639
H: -2.499 0.665 -3.195
H: -4.207 0.202 -3.136
H: -3.742 -1.658 -4.757
H: -0.828 -0.780 -4.400
H: -1.762 -0.683 -5.887
H: -1.343 -2.256 -5.210
H: -2.609 -3.179 -3.239
H: -3.687 -2.110 -2.305
H: -2.472 -0.263 -0.783



[2]
ORCA calculation (ωB97M-V with the def2-TZVPD basis set) on an isolated ion of composition C23H35O7 and charge -1.

Calculated values
**SMILES string**: CC[C@H](C)C(=O)O[C@H]1C[C@H](O)C=C2C=C[C@H](C)[C@H](CC[C@@H](O)C[C@@H](O)CC(=O)[O-])[C@H]21
**Net charge**: -1
**LUMO energy**: 2.72 eV
**HOMO level**: -5.498 eV

CARTESIAN COORDINATES (ANGSTROEM)
C: -4.564 3.068 0.960
C: -3.989 2.458 2.234
C: -2.621 3.036 2.633
C: -2.667 4.547 2.842
C: -1.583 2.694 1.565
O: -1.382 3.362 0.580
O: -0.952 1.579 1.882
C: 0.145 1.123 1.058
C: 1.303 0.742 1.972
C: 0.971 -0.441 2.907
O: 2.116 -1.196 3.209
C: -0.131 -1.315 2.374
C: -0.714 -1.177 1.184
C: -1.860 -1.979 0.792
C: -2.787 -1.474 -0.018
C: -2.633 -0.075 -0.535
C: -3.651 0.263 -1.622
C: -1.167 0.134 -0.964
C: -0.772 -0.801 -2.118
C: 0.490 -0.346 -2.850
C: 1.104 -1.480 -3.695
O: 1.854 -0.970 -4.773
C: 1.932 -2.432 -2.806
C: 3.421 -2.023 -2.642
O: 3.642 -0.636 -2.789
C: 3.930 -2.493 -1.275
C: 3.223 -1.723 -0.118
O: 2.911 -2.370 0.889
O: 3.030 -0.497 -0.302
C: -0.231 -0.111 0.231
H: -3.828 3.043 0.161
H: -4.857 4.102 1.124
H: -5.442 2.510 0.641
H: -4.686 2.619 3.061
H: -3.878 1.378 2.106
H: -2.306 2.537 3.555
H: -1.748 4.889 3.315
H: -2.760 5.049 1.884
H: -3.508 4.820 3.476
H: 0.431 1.952 0.400
H: 2.135 0.444 1.327
H: 1.619 1.602 2.565
H: 0.629 -0.047 3.880
H: 2.429 -1.622 2.366
H: -0.456 -2.094 3.053
H: -1.955 -2.967 1.223
H: -3.664 -2.034 -0.308
H: -2.810 0.615 0.299
H: -4.656 0.263 -1.202
H: -3.451 1.251 -2.032
H: -3.624 -0.460 -2.433
H: -1.051 1.171 -1.298
H: -0.623 -1.803 -1.712
H: -1.584 -0.864 -2.845
H: 1.237 0.010 -2.142
H: 0.245 0.484 -3.519
H: 0.286 -2.047 -4.162
H: 2.638 -0.567 -4.357
H: 1.913 -3.441 -3.223
H: 1.467 -2.472 -1.820
H: 4.001 -2.501 -3.447
H: 3.428 -0.280 -1.879
H: 5.001 -2.285 -1.198
H: 3.769 -3.564 -1.143
H: 0.729 -0.455 -0.169



[3]
ORCA calculation (ωB97M-V with the def2-TZVPD basis set) on C32H30Cl5F6IrN5O8Si as an isolated structure.

Calculated values
**Expectation value of S²**: 0.7586
**Net charge**: 0
**Multiplicity**: 2
**LUMO energy (alpha / beta)**: -2.00 / -1.84 eV
**Energy relative to the best compared isomer or geometry (same formula, charge and spin)**: 84.47 kcal/mol
**HOMO level (alpha / beta)**: -7.901 / -7.844 eV

CARTESIAN COORDINATES (ANGSTROEM)
Ir: -0.121 0.296 -0.162
C: -0.282 2.533 3.193
C: 0.910 2.401 2.316
N: 1.115 1.508 1.364
C: 2.312 1.782 0.793
C: 2.889 2.845 1.409
N: 1.987 3.216 2.373
C: 4.143 3.622 1.248
O: 4.979 3.216 0.313
O: 4.340 4.569 1.969
C: 2.678 0.998 -0.382
O: 3.764 1.120 -0.925
O: 1.756 0.168 -0.824
H: -0.852 1.608 3.179
H: -0.925 3.340 2.837
H: 0.019 2.759 4.216
H: 2.138 4.013 2.974
H: 4.620 2.433 -0.179
Cl: -3.695 6.429 -2.428
C: -2.541 5.250 -1.928
C: -2.905 4.236 -1.051
Cl: -4.511 4.134 -0.435
C: -1.960 3.298 -0.668
Cl: -2.361 1.976 0.377
C: -0.649 3.295 -1.125
O: 0.232 2.406 -0.748
C: -0.309 4.316 -2.029
Cl: 1.297 4.301 -2.666
C: -1.230 5.280 -2.414
Cl: -0.761 6.513 -3.518
C: 0.275 -2.943 3.200
Si: 0.876 -1.286 2.608
C: 1.268 -0.257 4.131
C: 2.468 -1.458 1.676
N: -0.474 -0.537 1.685
C: -1.797 -0.606 2.098
C: -2.867 -0.600 1.187
C: -4.186 -0.572 1.607
C: -4.491 -0.580 2.959
C: -3.453 -0.657 3.878
C: -2.133 -0.681 3.464
H: 1.042 -3.411 3.824
H: 0.072 -3.604 2.361
H: -0.640 -2.866 3.788
H: 1.891 -0.859 4.802
H: 0.394 0.065 4.697
H: 1.841 0.634 3.864
H: 2.997 -2.344 2.039
H: 3.114 -0.593 1.835
H: 2.304 -1.575 0.608
H: -2.641 -0.675 0.132
H: -4.980 -0.557 0.870
H: -5.519 -0.549 3.292
H: -3.674 -0.697 4.938
H: -1.347 -0.719 4.203
C: 0.276 -4.101 -0.487
C: -0.269 -2.840 -1.149
O: 0.005 -1.742 -0.342
C: 0.378 -2.737 -2.582
F: 1.512 -3.457 -2.658
F: -0.422 -3.174 -3.571
F: 0.708 -1.481 -2.880
C: -1.803 -3.052 -1.260
F: -2.307 -3.260 -0.031
F: -2.428 -1.972 -1.756
F: -2.159 -4.106 -2.003
H: 1.336 -3.969 -0.282
H: 0.137 -4.962 -1.140
H: -0.250 -4.267 0.445
O: -5.646 -0.952 -6.371
C: -4.405 -1.505 -6.715
N: -3.276 -0.740 -6.212
C: -3.108 -0.633 -4.872
O: -3.935 -1.076 -4.090
C: -1.845 0.006 -4.372
C: -0.748 0.326 -5.156
C: 0.364 0.882 -4.551
C: 0.384 1.018 -3.178
N: -0.660 0.669 -2.404
C: -1.758 0.217 -3.007
H: -5.700 -0.989 -5.407
H: -4.345 -1.514 -7.800
H: -4.308 -2.523 -6.335
H: -2.739 -0.175 -6.844
H: -0.737 0.139 -6.222
H: 1.233 1.174 -5.125
H: 1.256 1.397 -2.676
H: -2.625 0.015 -2.395



[4]
ORCA calculation (ωB97M-V with the def2-TZVPD basis set) on H5Na6O3 as an isolated structure.

Calculated values
**Net charge**: +5
**LUMO energy**: -20.43 eV
**Energy relative to the best compared isomer or geometry (same formula, charge and spin)**: 26.25 kcal/mol
**HOMO level**: -28.979 eV

CARTESIAN COORDINATES (ANGSTROEM)
Na: -0.869 1.585 -2.185
Na: -0.729 1.300 2.686
Na: 1.421 1.643 -0.111
Na: -1.452 3.344 0.426
Na: -3.494 0.655 0.007
Na: -0.841 -1.658 0.716
O: -0.884 0.868 0.243
H: -0.315 0.202 -0.210
O: 1.666 -0.850 1.258
H: 1.320 -0.964 2.156
H: 2.396 -1.508 1.251
O: 0.410 -1.599 -1.721
H: 0.434 -2.175 -2.515
H: 0.937 -0.841 -2.001



[5]
ORCA calculation (ωB97M-V with the def2-TZVPD basis set) on the molecule C6H10O.

Calculated values
**SMILES string**: C[C@H]1CC=C[C@H]1O
**Net charge**: 0
**LUMO energy**: 0.90 eV
**Energy relative to the best compared isomer or geometry (same formula, charge and spin)**: 40.43 kcal/mol
**HOMO level**: -9.170 eV

CARTESIAN COORDINATES (ANGSTROEM)
C: -1.993 0.062 0.919
C: -0.537 -0.331 0.473
C: -0.573 -0.287 -1.050
C: 0.828 -0.405 -1.547
C: 1.717 -0.065 -0.624
C: 1.146 0.154 0.760
O: 1.730 1.319 1.341
H: -2.370 0.980 0.447
H: -2.682 -0.728 0.552
H: -2.182 0.126 1.993
H: -0.413 -1.350 0.858
H: -0.863 0.749 -1.259
H: -1.312 -0.924 -1.548
H: 1.060 -0.623 -2.584
H: 2.756 0.163 -0.869
H: 1.431 -0.635 1.458
H: 2.258 1.794 0.681



[6]
ORCA calculation (ωB97M-V with the def2-TZVPD basis set) on a 2-piece molecular cluster, C5H16N2O overall.

Calculated values
**SMILES string**: CNCCN(C)C.O
**Net charge**: 0
**LUMO energy**: 0.94 eV
**Energy relative to the best compared isomer or geometry (same formula, charge and spin)**: 52.90 kcal/mol
**HOMO level**: -8.552 eV

CARTESIAN COORDINATES (ANGSTROEM)
C: -0.568 0.830 -3.449
N: -0.794 0.934 -1.993
C: -0.953 -0.345 -1.303
C: -1.210 -0.080 0.189
N: -0.048 -0.085 1.144
C: 1.203 0.310 0.494
C: 0.081 -1.480 1.693
H: -0.540 -0.163 -3.918
H: -1.482 1.125 -3.992
H: 0.313 1.438 -3.615
H: -1.529 1.597 -1.797
H: -1.828 -0.894 -1.692
H: -0.010 -0.883 -1.393
H: -2.010 -0.735 0.527
H: -1.676 0.896 0.399
H: 1.161 1.411 0.448
H: 1.415 -0.006 -0.528
H: 2.088 -0.040 1.055
H: 1.070 -1.875 1.910
H: -0.500 -1.398 2.620
H: -0.394 -2.192 1.009
O: 1.915 0.424 4.349
H: 2.759 0.914 4.369
H: 1.536 0.298 3.472



[7]
ORCA calculation (ωB97M-V with the def2-TZVPD basis set) on the molecule CH3ClN2S.

Calculated values
**SMILES string**: [H]/N=C(\Cl)SN
**Net charge**: 0
**LUMO energy**: 0.34 eV
**Energy relative to the best compared isomer or geometry (same formula, charge and spin)**: 53.49 kcal/mol
**HOMO level**: -8.751 eV

CARTESIAN COORDINATES (ANGSTROEM)
H: -0.430 2.333 0.007
N: 0.195 1.423 0.212
C: -0.607 0.563 0.538
Cl: -2.215 1.314 0.756
S: -0.501 -1.079 0.069
N: 1.132 -1.508 -0.242
H: 1.744 -0.793 -0.566
H: 0.682 -2.253 -0.774



[8]
ORCA calculation (ωB97M-V with the def2-TZVPD basis set) on C36H22Cl2N9O2Tc as an isolated structure.

Calculated values
**Expectation value of S²**: 3.8639
**Net charge**: +1
**Multiplicity**: 4
**LUMO energy (alpha / beta)**: -4.16 / -7.03 eV
**HOMO level (alpha / beta)**: -9.294 / -9.545 eV

CARTESIAN COORDINATES (ANGSTROEM)
Tc: 0.523 -0.753 -0.188
Cl: -4.925 -4.817 -0.574
C: -4.027 -3.386 -0.513
C: -2.630 -3.554 -0.200
C: -1.777 -2.503 -0.159
N: -0.393 -2.568 0.020
C: 0.335 -3.741 0.204
O: -0.092 -4.917 0.151
C: 1.737 -3.423 0.450
C: 2.707 -4.349 0.857
C: 4.025 -3.910 1.092
C: 4.320 -2.559 0.819
C: 3.348 -1.682 0.413
N: 2.055 -2.079 0.294
C: -2.339 -1.178 -0.451
C: -3.663 -0.982 -0.797
C: -4.523 -2.096 -0.890
Cl: -6.123 -1.935 -1.517
N: -1.381 -0.152 -0.472
C: -1.696 1.228 -0.557
O: -1.178 1.890 -1.447
C: -2.355 1.945 0.626
C: -2.237 3.343 0.683
C: -2.904 4.019 1.714
C: -3.584 3.287 2.666
C: -3.421 1.904 2.587
N: -2.872 1.213 1.590
H: -2.181 -4.540 -0.060
H: 2.451 -5.408 0.953
H: 4.719 -4.628 1.442
H: 5.354 -2.184 0.826
H: 3.550 -0.630 0.196
H: -4.019 0.022 -1.006
H: -1.712 3.846 -0.131
H: -2.890 5.131 1.747
H: -4.202 3.723 3.433
H: -3.838 1.246 3.351
C: -0.228 -0.936 4.185
C: 0.162 0.331 4.702
C: 0.670 1.272 3.861
C: 0.740 0.989 2.483
N: 0.460 -0.244 1.988
C: 0.054 -1.216 2.891
N: 1.116 2.020 1.707
C: 1.256 2.138 0.439
N: 1.357 1.076 -0.465
C: 1.550 1.626 -1.732
N: 1.768 0.986 -2.853
C: 1.526 -0.355 -3.104
C: 2.034 -0.888 -4.296
C: 1.827 -2.199 -4.668
C: 0.904 -2.948 -3.886
C: 0.371 -2.392 -2.773
N: 0.773 -1.182 -2.288
C: 1.563 3.044 -1.637
C: 1.599 4.042 -2.617
C: 1.407 5.353 -2.238
C: 1.295 5.678 -0.892
C: 1.334 4.691 0.096
C: 1.442 3.383 -0.283
H: -0.725 -1.655 4.840
H: 0.052 0.501 5.771
H: 0.876 2.290 4.133
H: -0.122 -2.229 2.447
H: 2.551 -0.152 -4.924
H: 2.386 -2.605 -5.526
H: 0.583 -3.930 -4.256
H: -0.370 -2.890 -2.152
H: 1.716 3.798 -3.679
H: 1.373 6.119 -2.971
H: 1.327 6.727 -0.614
H: 1.208 4.932 1.163



| no. | M (g/mol) |
| --- | --- |
| 1 | 565.69 |
| 2 | 423.53 |
| 3 | 1124.17 |
| 4 | 190.98 |
| 5 | 98.14 |
| 6 | 120.20 |
| 7 | 110.57 |
| 8 | 781.54 |